(1)
Here is C17H22N4O2 in the gas phase from OMol25. Energies are from ωB97M-V/def2-TZVPD.

Output
E_HOMO ... -7.7 eV
Maximum force ... 12.2 eV Å⁻¹
Relative energy (zero: lowest compared OMol25 entry of this formula, charge and spin) ... 170.7 kcal per mole
LUMO ... -1.4 eV
SMILES string ... N/C(=N/[C@]12C[C@H]3C[C@H](C[C@H](C3)C1)C2)Nc1ccccc1[N+](=O)[O-]

Last column: Löwdin charge in e.
Atoms and positions in Å:
N  -1.238  0.235  3.056  0.1373
C  -0.822  0.222  1.821  -0.6281
N  -0.041  1.289  1.535  0.1109
C  0.920  1.178  0.350  -0.3900
C  0.147  1.152  -1.067  -0.0827
C  1.093  1.317  -2.232  -0.3424
C  1.804  2.647  -2.112  -0.1279
C  2.530  2.793  -0.746  -0.2710
C  3.602  1.656  -0.810  -0.0896
C  2.861  0.201  -0.862  -0.2446
C  1.996  0.161  -2.101  -0.1586
C  2.013  0.074  0.406  -0.0903
C  1.599  2.584  0.498  -0.1010
N  -1.083  -0.654  1.018  0.1669
C  -2.294  -1.528  1.029  -0.0637
C  -3.520  -1.276  1.619  -0.0249
C  -4.660  -2.132  1.797  -0.0579
C  -4.584  -3.339  1.197  -0.0948
C  -3.442  -3.620  0.460  0.0336
C  -2.243  -2.780  0.274  -0.0654
N  -1.304  -3.234  -0.640  -0.3374
O  -1.365  -4.475  -0.896  0.0536
O  -0.546  -2.421  -1.100  0.0954
H  -0.718  0.960  3.532  0.1091
H  -1.430  -0.737  3.499  0.1640
H  -0.614  1.941  -1.157  0.1251
H  -0.417  0.207  -1.207  0.0958
H  0.560  1.336  -3.157  0.1366
H  2.467  2.602  -2.921  0.0927
H  1.124  3.512  -2.186  0.1247
H  2.997  3.793  -0.626  0.1333
H  4.245  1.742  -1.731  0.1241
H  4.173  1.743  0.059  0.0762
H  3.608  -0.631  -0.900  0.1448
H  1.357  -0.704  -2.074  0.1046
H  2.677  0.146  -2.989  0.1379
H  2.563  0.282  1.294  0.1084
H  1.633  -0.907  0.376  0.0915
H  2.273  2.550  1.468  0.1476
H  0.797  3.341  0.569  0.1122
H  -0.544  -0.835  0.230  0.0688
H  -3.652  -0.154  1.944  0.1529
H  -5.460  -1.909  2.410  0.0881
H  -5.581  -3.774  1.180  0.1193
H  -3.480  -4.552  -0.109  0.1148


(2)
Here is C17H22N4O3S2 in the gas phase from OMol25. Energies are from ωB97M-V/def2-TZVPD.

Output
E_HOMO ... -8.9 eV
Maximum force ... 0.8 eV Å⁻¹
Relative energy (zero: lowest compared OMol25 entry of this formula, charge and spin) ... 0.0 kcal per mole
LUMO ... 0.2 eV
SMILES string ... CCCc1cc(=O)[nH]c(SCC(=O)CSc2nc(CCC)cc(=O)[nH]2)n1

Last column: Löwdin charge in e.
Atoms and positions in Å:
C  3.038  2.563  1.390  -0.0964
C  1.988  2.573  0.287  -0.2589
C  2.247  1.478  -0.750  -0.1350
C  2.122  0.092  -0.192  -0.2636
C  2.935  -0.921  -0.596  0.0581
C  2.807  -2.247  -0.054  -0.4737
O  3.447  -3.235  -0.332  0.0628
N  1.795  -2.326  0.925  0.1426
C  1.029  -1.272  1.265  -0.6257
S  -0.154  -1.580  2.527  1.0361
C  -0.959  0.041  2.597  -0.3939
C  -2.417  -0.025  2.194  -0.5646
O  -3.053  -1.040  2.123  0.0599
C  -3.087  1.343  2.151  -0.3664
S  -2.105  2.595  1.282  1.0037
C  -1.780  1.648  -0.157  -0.6227
N  -2.138  0.409  -0.148  0.1130
C  -1.976  -0.318  -1.291  -0.2373
C  -2.504  -1.716  -1.251  -0.1289
C  -1.441  -2.745  -0.839  -0.2292
C  -0.263  -2.807  -1.801  -0.0967
C  -1.395  0.224  -2.395  0.0611
C  -0.920  1.580  -2.407  -0.4711
O  -0.346  2.166  -3.298  0.0602
N  -1.195  2.260  -1.199  0.1550
N  1.143  -0.098  0.741  0.1042
H  3.029  1.611  1.915  0.0689
H  4.031  2.715  0.973  0.0759
H  2.843  3.356  2.109  0.0705
H  1.998  3.541  -0.218  0.1099
H  1.000  2.430  0.728  0.0670
H  3.246  1.597  -1.171  0.1222
H  1.536  1.581  -1.575  0.1004
H  3.703  -0.765  -1.334  0.1232
H  1.655  -3.226  1.370  0.1536
H  -0.361  0.682  1.948  0.0333
H  -0.901  0.401  3.626  0.0981
H  -3.216  1.718  3.168  0.0936
H  -4.060  1.260  1.667  0.0948
H  -3.314  -1.754  -0.521  0.1147
H  -2.890  -1.977  -2.238  0.1218
H  -1.096  -2.506  0.166  0.0561
H  -1.923  -3.723  -0.796  0.1130
H  0.440  -3.578  -1.495  0.0718
H  -0.603  -3.041  -2.808  0.0791
H  0.270  -1.858  -1.833  0.0575
H  -1.278  -0.342  -3.305  0.1267
H  -0.925  3.236  -1.147  0.1554


(3)
Here is C17H22N4O5 in the gas phase from OMol25. Energies are from ωB97M-V/def2-TZVPD.

Output
E_HOMO ... -9.5 eV
Maximum force ... 0.2 eV Å⁻¹
Relative energy (zero: lowest compared OMol25 entry of this formula, charge and spin) ... 51.7 kcal per mole
LUMO ... 0.4 eV
SMILES string ... C#CCOC(=O)CNC(=O)[C@H](CCCOC)NC(=O)c1cnc(C)cn1

Last column: Löwdin charge in e.
Atoms and positions in Å:
C  -5.431  -2.225  -4.356  0.1356
C  -5.572  -1.053  -4.163  -0.0931
C  -5.753  0.377  -3.933  -0.1633
O  -5.259  0.774  -2.640  0.0147
C  -3.934  0.950  -2.559  -0.4671
O  -3.174  0.838  -3.484  0.1277
C  -3.527  1.345  -1.161  -0.0604
N  -2.092  1.426  -1.081  0.0882
C  -1.414  0.952  -0.010  -0.4275
O  -1.962  0.614  1.026  0.0721
C  0.094  0.839  -0.196  -0.2259
C  0.412  -0.365  -1.094  -0.1268
C  1.905  -0.541  -1.337  -0.1665
C  2.198  -1.710  -2.252  -0.2501
O  1.737  -2.899  -1.643  -0.1906
C  1.973  -4.031  -2.445  -0.1171
N  0.680  0.713  1.120  0.1113
C  1.823  1.378  1.439  -0.4275
O  2.484  1.984  0.622  0.0781
C  2.256  1.268  2.886  -0.1690
C  1.676  0.391  3.796  -0.0607
N  2.063  0.324  5.064  0.1263
C  3.041  1.141  5.445  -0.3150
C  3.483  1.083  6.874  -0.0365
C  3.623  2.014  4.524  -0.0714
N  3.238  2.082  3.262  0.1534
H  -5.303  -3.267  -4.526  0.0319
H  -5.249  0.951  -4.709  0.1290
H  -6.810  0.631  -3.918  0.1321
H  -4.014  2.296  -0.926  0.1439
H  -3.891  0.615  -0.438  0.1404
H  -1.602  1.561  -1.952  0.1370
H  0.485  1.750  -0.657  0.1565
H  0.005  -1.267  -0.630  0.1310
H  -0.101  -0.240  -2.054  0.1216
H  2.325  0.367  -1.775  0.1249
H  2.421  -0.698  -0.388  0.1189
H  1.697  -1.574  -3.223  0.1254
H  3.276  -1.782  -2.445  0.1243
H  1.596  -4.899  -1.909  0.0867
H  1.456  -3.952  -3.408  0.0874
H  3.044  -4.167  -2.636  0.0868
H  0.017  0.453  1.836  0.1147
H  0.896  -0.302  3.504  0.1146
H  4.289  1.789  7.071  0.0733
H  2.645  1.311  7.533  0.0829
H  3.826  0.078  7.118  0.0828
H  4.426  2.677  4.829  0.1150